Here is a molecular structure, C12H24CaF6N3O24S6 in a non-equilibrium geometry from the Open Molecules 2025 dataset. Energies are from ωB97M-V with the def2-TZVPD basis set.

HOMO-LUMO gap = 0.3307 Eh
Total charge = -1
F_max = 0.1063 Eh/bohr
Highest occupied orbital energy = -7.2 eV

Last column: Löwdin charge in e.
Cartesian coordinates (Å):
Ca -0.27504 -16.35161 17.19896  1.47
N -0.54760 -16.44145 14.97725  -0.41
S 0.02618 -17.49692 13.95171  0.48
O 1.28053 -17.31127 13.30406  -0.25
O -0.96125 -18.29828 13.30513  -0.26
F 0.43819 -18.54906 15.12811  -0.23
S -1.33957 -15.42013 13.87914  0.52
O -2.54126 -15.91842 13.36259  -0.23
O -0.46435 -14.57548 13.16787  -0.23
F -1.83183 -14.47546 15.05721  -0.17
N -2.88068 -13.29115 19.66421  -0.25
S -2.16629 -13.23653 18.22382  0.50
O -2.65283 -12.40481 17.19694  -0.24
O -1.59700 -14.49434 17.86798  -0.39
F -0.90581 -12.40814 18.73599  -0.18
S -4.40829 -13.35111 19.29894  0.48
O -4.72485 -14.33774 18.30953  -0.27
O -5.07448 -12.09155 19.35679  -0.27
F -4.95893 -14.03537 20.65287  -0.20
N -0.88418 -15.57011 22.05525  -0.26
S 0.17292 -15.75645 20.85550  0.50
O -0.26960 -16.16706 19.54950  -0.39
O 1.44692 -16.23432 21.25747  -0.25
F 0.33508 -14.19351 20.64657  -0.16
S -0.87948 -17.00190 22.77567  0.48
O 0.11658 -17.14682 23.78782  -0.28
O -1.23209 -18.09417 21.92004  -0.29
F -2.17210 -16.76712 23.69282  -0.19
C 1.30576 -19.36133 19.95135  -0.02
O 0.62876 -20.28574 19.12917  0.04
C -0.00578 -19.83474 18.05216  -0.57
O -0.11109 -18.66025 17.77820  0.00
O -0.53822 -20.87623 17.45168  0.04
C -1.44400 -20.64567 16.35051  0.01
H 2.34725 -19.19945 19.67921  0.09
H 1.22673 -19.63111 21.00114  0.11
H 0.84067 -18.37518 19.91276  0.06
H -1.91281 -21.60443 16.14634  0.10
H -0.90224 -20.43770 15.43612  0.08
H -2.09655 -19.83338 16.64868  0.08
C -3.67523 -17.12695 20.13406  -0.01
O -4.41571 -17.21292 18.90794  0.04
C -3.72971 -17.17881 17.79610  -0.59
O -2.51335 -17.13463 17.72750  -0.01
O -4.56270 -17.39398 16.78967  0.04
C -4.01512 -17.74370 15.52988  -0.02
H -4.16374 -16.42111 20.79953  0.09
H -2.62420 -16.89501 20.02546  0.06
H -3.74290 -18.11759 20.59094  0.10
H -4.76339 -18.36378 15.03179  0.10
H -3.10227 -18.33436 15.54557  0.07
H -3.88381 -16.87248 14.89540  0.08
C 3.66338 -13.63605 19.53294  -0.03
O 2.59110 -14.30278 18.88954  0.00
C 1.89411 -13.68968 17.94271  -0.59
O 1.08862 -14.29105 17.27851  0.03
O 2.31019 -12.46059 17.69636  0.01
C 1.48954 -11.63168 16.86735  0.00
H 3.35515 -12.74901 20.08790  0.10
H 4.42257 -13.32976 18.81263  0.10
H 4.08799 -14.31890 20.26363  0.10
H 0.80721 -12.22330 16.26381  0.10
H 2.10560 -10.99681 16.23732  0.09
H 0.93514 -10.98677 17.54730  0.10
C 4.99396 -17.69121 19.09780  -0.04
O 3.68230 -17.27777 18.77133  0.02
C 3.25969 -17.25769 17.52421  -0.59
O 2.14334 -16.94857 17.22163  0.06
O 4.21628 -17.52668 16.63801  -0.01
C 3.95393 -17.31591 15.23704  0.01
H 5.26151 -17.47765 20.12703  0.10
H 5.74694 -17.20738 18.47208  0.10
H 5.10186 -18.76462 18.92351  0.10
H 3.01154 -17.76825 14.94727  0.07
H 4.74142 -17.86125 14.72351  0.10
H 4.01386 -16.25196 15.02897  0.11


Here is a molecular structure, C12H24Cl12F6MgN3O12S6 in a non-equilibrium geometry from the Open Molecules 2025 dataset. Energies are from ωB97M-V with the def2-TZVPD basis set.

HOMO-LUMO gap = 0.3459 Eh
ΔE to the lowest compared entry with this formula, charge and spin = 0.000 eV
Total charge = -1
F_max = 0.1152 Eh/bohr
Highest occupied orbital energy = -7.7 eV

Last column: Löwdin charge in e.
Cartesian coordinates (Å):
Mg -0.83587 -1.49509 0.60346  0.28
N -2.44522 -2.05476 1.40979  -0.34
S -3.87834 -1.27305 1.49211  0.44
O -4.32960 -0.91288 2.78202  -0.21
O -4.78350 -1.79822 0.52939  -0.27
F -3.39288 0.09669 0.89009  -0.19
S -2.89671 -3.40660 2.38932  0.55
O -3.81696 -4.31007 1.81966  -0.22
O -2.83034 -3.10557 3.76704  -0.22
F -1.50246 -4.14774 2.20480  -0.24
N -0.92117 -0.74421 4.39821  -0.23
S -0.96742 0.81434 3.85139  0.49
O -1.11874 0.88075 2.43048  -0.34
O -0.19841 1.76891 4.56591  -0.25
F -2.45212 1.09227 4.31172  -0.16
S 0.41880 -1.22310 3.71041  0.50
O 1.65515 -0.73008 4.20231  -0.23
O 0.32701 -1.52297 2.29568  -0.40
F 0.38213 -2.69105 4.34524  -0.18
N 0.13585 -0.08833 -0.09181  -0.32
S 1.75557 0.33625 0.09101  0.51
O 2.01309 1.00462 1.30530  -0.21
O 2.41507 0.72244 -1.10042  -0.23
F 2.26687 -1.13537 0.35998  -0.18
S -0.26550 1.22702 -0.97150  0.48
O -0.08656 1.11438 -2.38017  -0.26
O -0.05035 2.46854 -0.33352  -0.26
F -1.84295 1.02597 -0.85073  -0.19
Cl 1.68462 5.62218 1.73298  0.53
C 1.04642 4.34639 2.81010  -0.65
C -0.40473 4.56195 3.14745  -0.62
Cl -1.48978 3.79185 1.95255  0.63
H 1.64405 4.26742 3.71661  0.08
H 1.22842 3.43356 2.24731  0.04
H -0.72698 5.59874 3.17649  0.06
H -0.62527 4.13397 4.12156  0.05
Cl 5.32187 -2.82606 -0.88433  0.56
C 6.37575 -2.28985 0.45509  -0.65
C 6.34266 -0.80205 0.64827  -0.64
Cl 7.01058 0.05074 -0.78104  0.53
H 7.35835 -2.63506 0.14025  0.06
H 6.15240 -2.80914 1.38580  0.08
H 6.82366 -0.46478 1.56463  0.08
H 5.34002 -0.40130 0.73187  0.05
Cl 4.68890 1.82897 -5.60631  0.53
C 3.39800 1.82104 -4.39576  -0.70
C 2.38099 2.93084 -4.46336  -0.66
Cl 3.07972 4.49109 -3.99324  0.55
H 3.89538 1.82783 -3.42536  0.06
H 2.90978 0.84627 -4.42136  0.07
H 1.58229 2.71179 -3.75686  0.06
H 1.94879 2.96933 -5.46225  0.07
Cl -2.12477 -2.21798 -1.72950  0.69
C -2.39964 -1.36817 -3.28202  -0.57
C -3.89644 -1.25651 -3.49062  -0.69
Cl -4.32885 -0.54764 -5.04704  0.57
H -1.94419 -1.96648 -4.06418  0.08
H -1.94823 -0.38049 -3.22674  0.06
H -4.39451 -0.75886 -2.66007  0.03
H -4.31294 -2.26585 -3.45427  0.07
Cl 0.30018 -3.55230 0.22648  0.78
C 1.89455 -4.32103 0.06410  -0.55
C 1.82063 -5.51859 -0.86812  -0.64
Cl 3.42546 -6.16994 -1.31371  0.55
H 2.30168 -4.66885 1.00840  0.10
H 2.56317 -3.59068 -0.37814  0.03
H 1.24782 -5.33284 -1.77046  0.07
H 1.37828 -6.35073 -0.32498  0.07
Cl -4.07782 5.11817 -0.70027  0.56
C -4.18821 3.36515 -0.96939  -0.67
C -5.62502 2.95521 -1.13757  -0.65
Cl -5.83004 1.17735 -1.07598  0.60
H -3.66221 2.88210 -0.14968  0.04
H -3.60401 3.15897 -1.86574  0.07
H -6.08010 3.24747 -2.08057  0.06
H -6.23514 3.44376 -0.37821  0.06


Here is a molecular structure, C12H24F3HgN3O4SV in a non-equilibrium geometry from the Open Molecules 2025 dataset. Energies are from ωB97M-V with the def2-TZVPD basis set.

HOMO-LUMO gap (spin up / spin down) = 0.2275 / 0.2240 Eh
Total charge = +2
F_max = 0.0659 Eh/bohr
Highest occupied orbital energy (spin up / spin down) = -16.5 / -16.5 eV
Multiplicity = 2

Last column: Löwdin spin population.
Cartesian coordinates (Å):
N -1.54962 -0.58131 0.01280  0.00
C -3.81408 -3.00561 0.55663  0.00
O -4.78209 -2.69178 0.99544  0.00
Hg -2.56587 1.51890 0.30990  0.00
V -0.05572 -0.02681 -0.03564  0.04
N -0.28133 1.97980 -0.72441  0.01
N 1.08759 -1.16806 -1.23070  0.64
C -0.67399 2.32768 -2.14052  0.00
C 0.74505 -2.35672 -2.09194  0.05
C -0.92730 3.84313 -2.31839  0.00
C 0.44360 1.87458 -3.07881  0.01
C -1.96103 1.58611 -2.51095  0.00
C 0.32172 -3.51820 -1.17592  0.05
C 1.92306 -2.80231 -2.97754  0.01
C -0.42022 -1.98330 -3.01248  0.02
H -1.40940 4.27869 -1.43646  0.00
H -1.59143 4.01243 -3.18253  0.00
H 0.00034 4.39933 -2.51471  0.00
H 1.39916 2.35637 -2.83293  0.00
H 0.20885 2.12193 -4.12962  0.00
H 0.58457 0.78456 -3.00251  0.00
H -1.87701 0.50777 -2.32181  0.00
H -2.20550 1.73929 -3.57128  0.00
H -2.83978 1.97757 -1.94769  0.00
H 1.10170 -3.73551 -0.43167  0.00
H 0.13973 -4.44363 -1.74651  0.01
H -0.59930 -3.25893 -0.63446  0.00
H 2.74535 -3.24567 -2.40001  0.00
H 2.32373 -1.95960 -3.55706  0.00
H 1.58710 -3.56477 -3.69647  0.00
H -0.72398 -2.85424 -3.62109  0.00
H -0.12449 -1.17977 -3.70385  0.00
H -1.28690 -1.63168 -2.43706  0.00
C 0.71673 2.89617 -0.16092  0.00
H 0.66623 2.88365 0.93435  0.00
H 1.75160 2.61014 -0.44901  0.00
H 0.59014 3.95297 -0.47034  0.00
C 2.52349 -0.96878 -1.04899  0.08
H 2.69140 -0.17796 -0.30867  0.00
H 3.06697 -1.87188 -0.69320  0.03
H 3.04061 -0.63207 -1.97436  0.03
F -1.36327 1.05999 5.43218  0.00
C -0.28569 0.72099 4.71248  0.00
F 0.62643 1.69404 4.75630  0.00
F 0.22702 -0.42945 5.15241  0.00
S -0.86680 0.44991 2.77285  0.00
O -2.15525 -0.17073 2.88130  0.00
O -0.96392 1.83831 2.31082  0.00
O 0.18698 -0.36446 1.99595  0.00


Here is a molecular structure, C12H24F3LiN3O4SV in a non-equilibrium geometry from the Open Molecules 2025 dataset. Energies are from ωB97M-V with the def2-TZVPD basis set.

HOMO-LUMO gap (spin up / spin down) = 0.2107 / 0.2108 Eh
ΔE to the lowest compared entry with this formula, charge and spin = 0.000 eV
Total charge = +2
F_max = 0.1464 Eh/bohr
Highest occupied orbital energy (spin up / spin down) = -16.4 / -16.4 eV

Last column: natural (NBO) charge in e.
Cartesian coordinates (Å):
N -1.84939 -0.47997 0.06509  -0.81
C -2.88437 -0.92788 0.47738  0.88
O -3.90464 -0.55800 1.05546  -0.47
Li -2.63961 1.28350 1.48357  0.95
V 0.01256 -0.00391 -0.04606  1.55
N 0.29793 1.71003 -0.94164  -0.37
N 0.86146 -1.46643 -1.04422  -0.37
C -0.32766 2.50515 -2.04805  0.08
C 0.23914 -2.47689 -1.96738  0.08
C -0.04508 4.01548 -1.88999  -0.62
C 0.21614 2.02259 -3.40343  -0.61
C -1.84187 2.29527 -2.01738  -0.62
C -0.46852 -3.55143 -1.11567  -0.60
C 1.26039 -3.14845 -2.90114  -0.63
C -0.79584 -1.75450 -2.83284  -0.61
H -0.35983 4.36330 -0.89774  0.23
H -0.60244 4.59211 -2.64298  0.26
H 1.01732 4.25455 -2.01640  0.23
H 1.30996 2.09776 -3.44983  0.22
H -0.19377 2.61578 -4.23642  0.27
H -0.05597 0.97009 -3.57120  0.21
H -2.09391 1.22679 -2.04869  0.21
H -2.32366 2.79263 -2.87584  0.27
H -2.27040 2.73299 -1.10458  0.20
H 0.23713 -4.02423 -0.41849  0.23
H -0.89895 -4.34535 -1.74442  0.26
H -1.28087 -3.09798 -0.53016  0.20
H 1.98197 -3.77591 -2.36325  0.23
H 1.81831 -2.39819 -3.47810  0.23
H 0.74042 -3.79804 -3.62093  0.26
H -1.34794 -2.46866 -3.46360  0.26
H -0.29905 -1.03199 -3.49697  0.22
H -1.52362 -1.22071 -2.20942  0.20
C 1.68300 2.06288 -0.65467  -0.47
H 2.10184 1.33430 0.05758  0.21
H 2.34169 2.03464 -1.55168  0.25
H 1.81465 3.05855 -0.17972  0.29
C 2.23062 -1.79631 -0.63349  -0.47
H 2.55395 -1.09252 0.14526  0.22
H 2.32846 -2.81377 -0.19922  0.27
H 2.97415 -1.73231 -1.45838  0.27
F 0.30797 2.05686 5.17186  -0.26
C 1.01930 1.60737 4.13172  0.86
F 1.77138 2.59253 3.62397  -0.29
F 1.79361 0.58135 4.50859  -0.29
S -0.26580 0.92547 2.68768  2.19
O -1.49801 0.69946 3.42244  -0.93
O -0.43501 2.08855 1.81415  -0.97
O 0.26615 -0.28515 1.98003  -0.91


no.,electronic energy (a.u.)
1,-6107.900678
2,-10249.684026
3,-2731.297366
4,-2585.524165